[1]
# C13H14ClN3O3Pb

A structure of composition C13H14ClN3O3Pb (the ωB97M-V functional and the def2-TZVPD basis, the OMol25 dataset).

Structure (ORCA input):
```
! wB97M-V def2-TZVPD RIJCOSX def2/J DEFGRID3
* xyz 2 1
Cl -3.837 1.456 -1.713
C 0.814 -1.664 -1.700
C 1.944 -0.928 -1.296
C 1.809 0.391 -1.786
H 2.755 -1.305 -0.696
C 0.562 0.479 -2.522
C -0.029 -0.818 -2.446
H -1.019 -1.025 -2.805
H 0.634 -2.700 -1.471
H 2.437 1.239 -1.588
C -0.069 1.718 -3.040
Pb -0.125 0.840 -0.099
C 0.571 -1.747 1.726
C -2.602 -0.242 0.205
O 0.588 -2.239 2.750
O -3.597 -0.400 0.729
H 0.247 2.629 -2.518
H -1.165 1.728 -2.975
H 0.213 1.862 -4.086
C 1.571 4.468 2.854
N 0.653 3.318 3.026
C -0.085 3.128 4.181
C -0.920 2.042 4.365
C -0.957 1.129 3.292
N -0.280 1.356 2.159
C 0.543 2.442 2.013
O 1.176 2.608 0.908
N -1.701 0.021 3.326
H 1.272 5.103 2.010
H 2.602 4.126 2.690
H 1.455 4.980 3.807
H 0.110 3.937 4.888
H -1.527 1.814 5.245
H -2.211 -0.131 4.180
H -1.663 -0.716 2.622
*
```

Highest occupied orbital energy (spin up / spin down): -15.5288 / -15.5684 eV
Electronic energy: -1546.1282 Ha


[2]
# C7H18N3OS

The ion C7H18N3OS with charge +1 (the ωB97M-V functional and the def2-TZVPD basis, the OMol25 dataset).

Structure (ORCA input):
```
! wB97M-V def2-TZVPD RIJCOSX def2/J DEFGRID3
* xyz 1 1
C -0.037 2.284 -2.282
C 0.873 1.055 -2.942
C 0.019 -0.319 -3.220
O 0.404 -1.470 -2.387
N -0.284 -1.522 -1.233
C 0.369 -1.748 -0.015
N 1.879 -1.906 0.121
N -0.419 -1.852 1.308
C -1.186 -0.547 1.385
C -1.440 0.017 2.905
C -0.051 0.290 3.767
S 1.289 1.152 2.723
H -0.661 1.951 -1.349
H -0.770 2.768 -3.065
H 0.692 3.146 -1.909
H 1.882 0.890 -2.345
H 1.210 1.469 -4.010
H -1.132 -0.106 -3.188
H 0.256 -0.635 -4.346
H -1.344 -1.433 -1.261
H 2.209 -0.948 0.418
H 2.331 -2.183 -0.777
H -1.130 -2.626 1.239
H -2.231 -0.740 0.869
H -0.621 0.242 0.724
H -1.945 1.091 2.777
H -2.241 -0.619 3.519
H 0.340 -0.658 4.330
H -0.346 1.096 4.596
H 2.084 1.861 3.648
*
```

SMILES string: CCCON/C(N)=[NH+]\CCCS
Highest occupied orbital energy: -12.1014 eV
Electronic energy: -914.7401 Ha


[3]
# C5H15NOS

A cluster of 3 separate species, C5H15NOS in total (the ωB97M-V functional and the def2-TZVPD basis, the OMol25 dataset).

Structure (ORCA input):
```
! wB97M-V def2-TZVPD RIJCOSX def2/J DEFGRID3
* xyz 0 1
C -0.568 -0.594 0.993
N -0.771 -0.787 -0.378
C -0.142 -1.831 -0.913
C 1.504 -1.730 -0.861
S 2.309 -0.621 -1.919
C -1.466 0.514 1.550
C -1.108 1.861 0.955
H 0.439 -0.226 1.216
H -0.745 -1.468 1.621
H -0.963 1.263 -2.900
H -0.367 -2.767 -0.392
H -0.348 -1.994 -1.954
H 1.865 -2.684 -1.178
H 1.783 -1.579 0.163
H -0.386 1.237 -2.486
H -2.510 0.269 1.385
H -1.295 0.515 2.619
H -1.115 1.769 -0.126
H -0.100 2.176 1.226
H -1.833 2.614 1.200
H 2.471 1.838 0.345
H 1.745 0.757 -0.426
O 1.599 1.467 0.260
*
```

Highest occupied orbital energy: -8.4848 eV
Electronic energy: -727.4861 Ha


[4]
# H24O12

A cluster of 12 separate species, H24O12 in total (the ωB97M-V functional and the def2-TZVPD basis, the OMol25 dataset).

Structure (ORCA input):
```
! wB97M-V def2-TZVPD RIJCOSX def2/J DEFGRID3
* xyz -1 2
O -10.097 25.845 7.915
H -9.516 25.925 7.158
H -10.607 26.656 7.913
O -12.159 27.199 10.332
H -12.596 27.650 9.610
H -12.855 27.034 10.969
O -14.344 26.650 11.851
H -14.759 25.831 11.582
H -14.922 27.334 11.513
O -9.996 28.555 11.848
H -9.986 29.382 11.366
H -10.705 28.052 11.448
O -14.019 30.063 10.823
H -14.633 29.346 10.664
H -14.105 30.249 11.758
O -10.956 25.415 13.892
H -10.621 25.911 14.639
H -11.368 26.074 13.333
O -12.326 30.776 8.734
H -13.214 30.697 9.082
H -12.033 29.872 8.616
O -10.886 28.419 7.616
H -10.931 28.503 6.664
H -9.956 28.520 7.822
O -13.493 27.375 14.334
H -14.321 27.450 14.810
H -13.745 27.069 13.462
O -13.580 27.837 7.866
H -12.806 28.138 7.390
H -14.213 28.549 7.769
O -11.459 24.213 9.627
H -10.828 24.439 8.944
H -11.828 25.053 9.900
O -14.321 25.385 7.457
H -14.155 26.270 7.782
H -13.543 24.887 7.707
*
```

<S²>: 0.75
Highest occupied orbital energy (spin up / spin down): -0.4928 / -7.7686 eV
Electronic energy: -917.2655 Ha


[5]
# C6H10ClFN2O

A cluster of 2 separate species, C6H10ClFN2O in total (the ωB97M-V functional and the def2-TZVPD basis, the OMol25 dataset).

Structure (ORCA input):
```
! wB97M-V def2-TZVPD RIJCOSX def2/J DEFGRID3
* xyz 0 1
Cl 3.636 -3.005 -0.411
C 3.076 -1.340 -0.562
C 1.572 -1.221 -0.452
C 1.107 -1.628 0.960
N 0.570 -0.647 1.562
N 0.783 0.439 0.844
O 1.241 0.104 -0.536
H 3.713 -0.904 0.277
H 3.240 -0.842 -1.533
H 1.090 -1.722 -1.382
H 1.404 -2.541 1.426
H 0.061 1.222 0.723
C -2.115 0.880 1.179
C -2.483 0.870 -0.121
C -2.491 1.998 -1.078
F -2.649 -0.314 -0.726
H -2.267 -0.095 1.769
H -1.706 1.652 1.830
H -3.561 2.329 -1.228
H -2.169 2.009 -2.179
H -2.052 2.756 -0.361
*
```

SMILES string: ClC[C@H]1C=NNO1.C=C(C)F
Highest occupied orbital energy: -8.3428 eV
Electronic energy: -979.2526 Ha


[6]
# C30H32N7O3PdS

A structure of composition C30H32N7O3PdS (the ωB97M-V functional and the def2-TZVPD basis, the OMol25 dataset).

Structure (ORCA input):
```
! wB97M-V def2-TZVPD RIJCOSX def2/J DEFGRID3
* xyz 1 1
Pd -0.004 0.155 0.033
O -2.412 -2.754 -0.192
S -2.317 -1.533 0.562
O -2.557 -0.271 -0.119
N -0.832 -1.246 1.179
C 0.004 -2.295 1.612
C -0.419 -3.509 2.094
C 0.516 -4.451 2.580
C 1.854 -4.185 2.595
C 2.324 -2.940 2.106
C 3.693 -2.587 2.070
C 4.073 -1.379 1.563
C 3.073 -0.505 1.084
N 1.800 -0.800 1.108
C 1.401 -2.002 1.611
C -3.413 -1.705 1.929
C -3.399 -0.757 2.943
C -4.266 -0.903 4.012
C -5.142 -1.982 4.058
C -5.148 -2.920 3.039
C -4.274 -2.792 1.968
H -1.470 -3.760 2.108
H 0.148 -5.400 2.946
H 2.569 -4.908 2.965
H 4.429 -3.288 2.445
H 5.110 -1.080 1.520
H 3.342 0.463 0.673
H -2.709 0.076 2.899
H -4.261 -0.180 4.816
H -5.819 -2.090 4.894
H -5.829 -3.759 3.075
H -4.259 -3.518 1.168
N 2.181 0.486 -2.507
C 1.756 1.664 -1.940
C 2.426 2.830 -2.369
C 2.008 4.054 -1.929
C 0.921 4.128 -1.056
C 0.355 2.956 -0.638
N 0.764 1.731 -1.050
C 1.647 -0.802 -2.583
C 2.165 -1.633 -3.584
C 1.707 -2.926 -3.664
C 0.744 -3.361 -2.758
C 0.280 -2.470 -1.819
N 0.723 -1.202 -1.724
H 2.923 0.629 -3.170
H 3.253 2.735 -3.059
H 2.516 4.948 -2.268
H 0.537 5.069 -0.695
H -0.450 2.939 0.083
H 2.904 -1.255 -4.278
H 2.095 -3.587 -4.427
H 0.352 -4.367 -2.780
H -0.478 -2.759 -1.110
C -0.467 2.866 5.115
N -0.536 1.798 4.122
C 0.659 0.970 4.071
C -1.136 2.038 2.902
O -0.576 1.728 1.841
N -2.376 2.587 2.916
C -3.185 2.704 4.115
C -3.004 2.941 1.651
H 0.519 3.340 5.081
H -0.629 2.474 6.120
H -1.210 3.634 4.917
H 0.924 0.701 5.093
H 1.504 1.493 3.611
H 0.462 0.061 3.507
H -2.794 2.050 4.892
H -4.203 2.394 3.875
H -3.225 3.726 4.499
H -2.575 2.346 0.848
H -2.900 4.006 1.433
H -4.067 2.707 1.707
*
```

Highest occupied orbital energy (spin up / spin down): -10.3662 / -10.4169 eV
Electronic energy: -2297.3258 Ha


[7]
# C8H20BrCl8N2O3

A cluster of 7 separate species, C8H20BrCl8N2O3 in total (the ωB97M-V functional and the def2-TZVPD basis, the OMol25 dataset).

Structure (ORCA input):
```
! wB97M-V def2-TZVPD RIJCOSX def2/J DEFGRID3
* xyz -1 1
N -1.278 -1.543 -0.330
H -1.963 -1.861 -1.001
H -0.403 -1.490 -0.831
H -1.242 -1.999 0.570
H -1.565 -0.591 -0.151
N 1.893 -1.155 -4.132
O 3.048 -1.097 -4.432
O 1.559 -1.119 -2.942
O 0.996 -1.276 -4.980
Br -3.549 -2.726 -4.031
Cl 0.515 4.968 3.484
C -1.058 5.489 3.157
C -1.612 4.881 1.843
Cl -1.859 3.107 1.822
H -1.020 6.578 3.143
H -1.703 5.145 3.966
H -0.973 5.221 1.028
H -2.584 5.275 1.543
Cl 4.242 -6.901 -2.501
C 3.974 -5.394 -1.588
C 2.720 -5.531 -0.713
Cl 1.269 -5.279 -1.739
H 3.888 -4.571 -2.298
H 4.847 -5.195 -0.966
H 2.830 -4.849 0.130
H 2.625 -6.510 -0.242
Cl -2.339 2.397 -3.253
C -3.879 3.033 -3.844
C -3.786 4.536 -4.253
Cl -3.284 5.555 -2.884
H -4.560 2.966 -2.996
H -4.186 2.346 -4.632
H -4.759 4.970 -4.480
H -3.141 4.629 -5.127
Cl 1.665 -3.434 6.352
C 1.928 -1.648 6.235
C 2.328 -1.182 4.841
Cl 1.115 -1.609 3.601
H 2.663 -1.345 6.981
H 0.969 -1.184 6.469
H 3.304 -1.505 4.478
H 2.364 -0.101 4.702
*
```

Highest occupied orbital energy: -3.9720 eV
Electronic energy: -6907.4863 Ha


[8]
# C4H14N2O2

A cluster of 2 separate species, C4H14N2O2 in total (the ωB97M-V functional and the def2-TZVPD basis, the OMol25 dataset).

Structure (ORCA input):
```
! wB97M-V def2-TZVPD RIJCOSX def2/J DEFGRID3
* xyz 0 1
C -1.072 1.487 -1.633
N -0.573 1.449 -0.227
C 0.707 0.784 -0.087
C 0.609 -0.572 0.661
N 1.776 -0.303 1.580
C 1.098 -1.778 -0.312
O 1.368 -2.962 0.617
H -1.671 0.636 -1.902
H -0.261 1.678 -2.273
H -1.689 2.305 -1.776
H -0.534 2.400 0.053
H 1.253 0.746 -1.000
H 1.459 1.409 0.589
H -0.206 -0.757 1.405
H 2.724 -0.727 1.433
H 1.670 -0.594 2.585
H 0.446 -2.075 -1.089
H 2.085 -1.468 -0.723
H 0.532 -3.486 0.568
O -3.559 0.625 0.296
H -3.635 0.533 1.115
H -2.526 0.668 0.120
*
```

SMILES string: CNC[C@H](N)CO.O
Highest occupied orbital energy: -8.8982 eV
Electronic energy: -420.6739 Ha


Ordered largest force on an atom results: 3.121, 4.924, 2.705, 1.351, 3.790, 0.865, 3.539, 12.449; unit eV/A.